No. 1
{"formula": "C5H25NO7S", "method": "wB97M-V/def2-TZVPD", "gap_ev": 8.9, "max_force_ev_per_a": 11.9, "molar_mass_g_mol": 243.322, "relative_energy_kj_mol": 552.49, "smiles": "CN[C@H](CO)CCS.O.O.O.O.O.O", "e_lumo_ha": 0.004, "e_tot_ha": -1184.94584, "elements": ["C", "N", "C", "C", "C", "S", "C", "O", "H", "H", "H", "H", "H", "H", "H", "H", "H", "H", "H", "H", "H", "H", "H", "O", "H", "H", "O", "H", "H", "O", "H", "H", "O", "H", "H", "O", "H", "H", "O"], "positions_angstrom": [[-0.790, -0.344, 0.347], [0.347, 0.106, 1.144], [1.437, -1.071, 1.155], [2.781, -0.281, 1.057], [2.987, 0.174, -0.420], [2.093, 1.614, -1.048], [1.457, -2.112, 2.271], [0.295, -2.892, 2.243], [-0.979, -1.458, 0.382], [-1.743, 0.116, 0.758], [-0.605, 0.007, -0.704], [0.187, 0.439, 2.051], [1.388, -1.718, 0.334], [2.658, 0.743, 1.642], [3.790, -0.737, 1.332], [4.152, 0.428, -0.427], [2.945, -0.588, -1.208], [1.248, 2.040, -0.071], [2.158, -2.971, 2.053], [1.470, -1.686, 3.279], [-0.441, -2.220, 2.260], [-2.893, 2.075, 1.478], [-3.760, 1.473, 0.128], [-3.708, 2.066, 0.999], [0.036, -0.386, -2.063], [-0.177, -0.716, -3.510], [-0.521, -0.233, -2.937], [-2.396, 0.161, -1.755], [-1.635, 1.429, -2.351], [-2.348, 1.108, -1.635], [0.099, 1.448, -3.938], [0.348, 2.526, -3.069], [-0.237, 2.266, -3.689], [-0.751, 3.421, 1.886], [-1.288, 3.002, 0.536], [-1.111, 2.644, 1.502], [-2.660, -3.190, 0.534], [-2.040, -3.361, -0.744], [-1.796, -3.323, 0.197]]}

No. 2
{"formula": "C5H10O2", "method": "wB97M-V/def2-TZVPD", "gap_ev": 11.3, "max_force_ev_per_a": 1.7, "molar_mass_g_mol": 102.133, "relative_energy_kj_mol": 49.58, "smiles": "CC(C)CC(=O)O", "e_lumo_ha": 0.030, "e_tot_ha": -347.00655, "elements": ["O", "C", "O", "C", "C", "C", "C", "H", "H", "H", "H", "H", "H", "H", "H", "H", "H"], "positions_angstrom": [[-2.322, -0.721, 1.358], [-1.163, -0.985, 1.222], [-0.717, -2.268, 1.129], [-0.042, 0.023, 1.054], [0.524, 0.125, -0.371], [-0.572, 0.205, -1.417], [1.568, 1.263, -0.367], [-1.451, -2.827, 1.421], [0.732, -0.058, 1.820], [-0.587, 0.951, 1.283], [1.079, -0.791, -0.538], [-0.108, 0.363, -2.404], [-1.342, 0.962, -1.350], [-1.017, -0.790, -1.500], [2.529, 0.855, -0.065], [1.159, 2.140, 0.128], [1.730, 1.554, -1.403]]}

No. 3
{"formula": "C2H2Br3OP", "method": "wB97M-V/def2-TZVPD", "gap_ev": [7.5, 7.5], "max_force_ev_per_a": 2.5, "molar_mass_g_mol": 312.723, "relative_energy_kj_mol": 232.10, "e_lumo_ha": [-0.066, -0.066], "e_tot_ha": -8215.99075, "elements": ["C", "C", "O", "P", "Br", "Br", "Br", "H", "H"], "positions_angstrom": [[0.616, 1.156, -0.682], [-0.286, -0.495, 1.448], [1.734, 1.488, -0.891], [-0.177, -0.380, -0.223], [-0.945, 2.244, -0.483], [1.542, -1.615, -0.662], [-1.545, -1.070, -2.315], [-0.107, -1.540, 1.752], [-0.833, 0.212, 2.057]]}